The following is a quantum chemistry calculation of C12H29FO16S5 as an isolated structure in a non-equilibrium geometry, from OMol25.

Computed properties:
- HOMO-LUMO gap (eV) = 8.64
- net charge = 0
- largest force on an atom (eV/Å) = 9.97
- spin multiplicity = 1

Positions of all 63 atoms, in Å:
O 2.08755 -3.19994 6.16863
C 2.89374 -4.05924 5.49851
O 3.32326 -3.89819 4.10004
C 2.18562 -3.75395 3.17836
C 2.74415 -2.99694 1.80441
O 1.95973 -1.81283 1.42203
S 2.56783 -0.39154 2.21877
O 3.47192 -0.81426 3.44194
O 3.49875 0.53614 1.08959
S 4.80046 -0.37406 0.47206
O 5.66785 0.63554 -0.37691
O 4.39511 -1.50149 -0.51955
F 5.87113 -1.00283 1.66848
H 3.32805 -4.98422 6.11569
H 1.29527 -3.16502 3.68041
H 1.79217 -4.85311 2.95589
H 2.57793 -3.79630 0.93336
H 3.91615 -2.81670 1.82842
O 1.26634 -6.70126 1.74323
S 0.13429 -7.58824 1.91544
O 0.20518 -8.77212 2.74403
O -0.43692 -8.00814 0.44821
C 0.45967 -8.57807 -0.49438
C 0.74380 -10.03492 -0.17806
C -1.26476 -6.62550 2.43217
H 1.38601 -7.99702 -0.55158
H -0.02336 -8.51381 -1.47522
H 1.31079 -10.13153 0.75253
H 1.32716 -10.49806 -0.97908
H -0.18881 -10.59259 -0.04747
H -1.35614 -5.75458 1.78060
H -1.09337 -6.30708 3.46260
H -2.16017 -7.24739 2.37936
O 0.02930 1.54340 -1.45309
S -0.14713 2.81618 -2.12153
O 0.02604 2.96392 -3.55029
O 0.75640 3.94123 -1.36439
C 2.14473 3.69667 -1.19148
C 2.91337 3.93257 -2.47863
C -1.73634 3.47171 -1.67890
H 2.31732 2.68628 -0.80636
H 2.50105 4.39826 -0.42971
H 2.65040 3.18762 -3.23539
H 3.99112 3.86991 -2.30263
H 2.67667 4.91572 -2.89721
H -1.85625 3.41013 -0.59575
H -2.50009 2.86988 -2.17595
H -1.79868 4.50673 -2.01969
O -3.55698 6.03315 -1.15330
S -4.68446 6.93979 -1.08480
O -6.04715 6.48528 -1.25706
O -4.41795 8.19266 -2.09210
C -4.12362 7.92067 -3.45466
C -5.37576 7.55261 -4.22917
C -4.58559 7.85106 0.43542
H -3.36091 7.13966 -3.54007
H -3.69792 8.83609 -3.87924
H -5.77693 6.59170 -3.89374
H -5.16006 7.47421 -5.29864
H -6.15992 8.30082 -4.07716
H -3.57245 8.24062 0.55017
H -4.82006 7.16780 1.25441
H -5.31457 8.66294 0.40841

Here are the natural (NBO) charges for atoms 1 to 8, given in e: -0.57 0.62 -0.55 -0.13 -0.14 -0.64 1.63 -0.81